1.
Molecular formula: C29H40F2N3O15
Method: DFT, ωB97M-V/def2-TZVPD

Structure (XYZ):
```
89
Properties=species:S:1:pos:R:3
O 1.69 -2.71 -0.11
C 1.05 -1.75 -0.30
F 0.69 -1.35 -1.50
N 0.58 -0.85 0.74
C 1.32 0.38 0.63
O 2.26 0.62 1.29
F 0.89 1.23 -0.30
C -0.84 -0.70 0.64
C -1.70 -1.68 1.01
N -2.95 -1.16 0.75
O -4.13 -1.81 0.96
C -2.86 0.07 0.27
N -1.57 0.39 0.20
H -1.41 -2.62 1.42
H -4.08 -2.61 0.41
H -3.67 0.71 -0.02
H -1.19 1.27 -0.12
O -4.12 2.34 -0.97
C -5.32 2.45 -1.05
O -6.07 2.94 -0.07
C -7.47 2.85 -0.40
C -7.50 2.77 -1.92
C -6.20 2.03 -2.22
H -7.89 1.97 0.08
H -7.99 3.73 -0.02
H -8.39 2.27 -2.31
H -7.46 3.77 -2.35
H -6.32 0.94 -2.19
H -5.75 2.33 -3.16
O 3.32 -2.05 -6.92
C 3.20 -2.35 -5.77
O 2.65 -3.53 -5.37
C 2.55 -3.56 -3.94
C 3.57 -2.55 -3.44
C 3.57 -1.52 -4.56
H 1.52 -3.29 -3.66
H 2.74 -4.57 -3.59
H 3.33 -2.15 -2.46
H 4.55 -3.02 -3.38
H 2.81 -0.75 -4.41
H 4.55 -1.06 -4.69
O -0.59 -2.36 3.50
C 0.49 -2.62 3.97
O 1.57 -2.81 3.20
C 2.70 -3.21 4.01
C 2.36 -2.72 5.41
C 0.84 -2.83 5.42
H 2.79 -4.30 3.96
H 3.60 -2.76 3.61
H 2.85 -3.30 6.19
H 2.66 -1.68 5.52
H 0.49 -3.82 5.73
H 0.37 -2.07 6.04
O -9.22 3.66 2.74
C -8.61 2.84 3.34
O -8.29 1.63 2.80
C -7.65 0.80 3.79
C -7.08 1.77 4.82
C -8.10 2.91 4.77
H -8.39 0.13 4.21
H -6.87 0.21 3.30
H -6.96 1.32 5.80
H -6.11 2.13 4.49
H -8.94 2.74 5.44
H -7.65 3.88 4.97
O 2.15 4.94 5.65
C 2.69 4.60 4.65
O 2.70 3.30 4.23
C 3.50 3.17 3.04
C 3.54 4.56 2.43
C 3.47 5.46 3.67
H 4.50 2.82 3.33
H 3.05 2.44 2.39
H 4.42 4.73 1.81
H 2.65 4.72 1.81
H 4.45 5.66 4.09
H 2.94 6.39 3.48
O 6.47 -1.63 -4.88
C 7.09 -1.96 -5.86
O 8.40 -1.70 -6.00
C 8.85 -2.11 -7.31
C 7.84 -3.15 -7.76
C 6.56 -2.66 -7.09
H 8.87 -1.23 -7.96
H 9.86 -2.51 -7.22
H 7.77 -3.24 -8.84
H 8.11 -4.13 -7.36
H 6.02 -1.94 -7.70
H 5.89 -3.47 -6.81
```

Its charge is +1. The value obtained for the total energy is -2621.4376 Ha. The molar mass is 708.6 g mol⁻¹. For the gap between HOMO and LUMO, the calculation gives 0.31746 Eh. The calculation puts the HOMO energy at -0.42530 hartree.

2.
Molecular formula: C29H40HfNO2SSb
Method: DFT, ωB97M-V/def2-TZVPD

Structure (XYZ):
```
75
Properties=species:S:1:pos:R:3
Hf 4.84 -15.26 -0.14
C 1.89 -19.55 3.09
C 2.21 -18.30 3.91
C 1.64 -18.23 5.15
C 1.95 -17.22 5.98
C 2.85 -16.20 5.54
C 3.34 -16.22 4.28
C 3.08 -17.33 3.45
Sb 4.05 -17.44 1.58
C 3.35 -18.89 0.15
C 4.27 -19.82 -0.30
C 4.03 -20.47 -1.51
C 2.81 -20.25 -2.19
C 1.86 -19.43 -1.64
C 2.13 -18.72 -0.47
C 1.15 -17.73 0.09
C 5.93 -18.11 2.14
C 6.91 -17.08 2.12
C 8.23 -17.28 2.58
C 8.56 -18.51 3.07
C 7.61 -19.51 3.16
C 6.30 -19.34 2.75
C 5.33 -20.50 2.90
H 2.79 -20.15 2.90
H 1.37 -19.37 2.16
H 1.20 -20.22 3.65
H 0.93 -19.02 5.48
H 1.62 -17.05 7.02
H 3.01 -15.43 6.20
H 4.09 -15.47 4.04
H 5.24 -19.89 0.22
H 4.77 -21.09 -2.03
H 2.59 -20.80 -3.07
H 0.96 -19.15 -2.13
H 1.47 -17.20 1.01
H 0.22 -18.21 0.36
H 0.86 -17.03 -0.67
H 6.61 -16.10 1.83
H 8.95 -16.49 2.55
H 9.55 -18.73 3.44
H 7.89 -20.50 3.54
H 5.95 -21.43 2.99
H 4.68 -20.66 2.01
H 4.74 -20.47 3.81
C 4.04 -13.59 -3.05
C 2.79 -14.01 -2.22
C 2.12 -12.90 -1.39
C 3.14 -15.29 -1.48
H 3.88 -12.84 -3.79
H 4.80 -14.29 -3.39
H 4.63 -13.02 -2.29
H 2.01 -14.18 -2.95
H 2.85 -12.32 -0.81
H 1.25 -13.18 -0.77
H 1.61 -12.28 -2.15
H 3.40 -16.14 -2.16
H 2.30 -15.63 -0.87
O 6.42 -12.28 1.94
S 5.11 -12.76 1.95
N 4.67 -13.51 0.70
C 8.66 -13.97 -0.96
C 7.45 -14.08 -1.81
O 6.67 -15.36 -1.40
C 7.05 -16.50 -2.35
C 6.35 -17.70 -1.82
H 9.04 -13.01 -1.22
H 9.43 -14.73 -1.24
H 8.46 -13.82 0.09
H 7.69 -14.02 -2.87
H 6.78 -13.23 -1.77
H 8.11 -16.59 -2.34
H 6.74 -16.16 -3.36
H 6.72 -17.94 -0.86
H 6.58 -18.56 -2.47
H 5.26 -17.55 -1.68
```

Its charge is +2. The value obtained for the total energy is -2020.0650 Ha. The molar mass is 767.0 g mol⁻¹. Its energy relative to the best compared isomer or geometry (same formula, charge and spin) is 35.9 kcal per mole. For the gap between HOMO and LUMO, the calculation gives 0.25851 Eh. The calculation puts the HOMO energy at -0.52337 hartree.

3.
Molecular formula: C29H40N5O
Method: DFT, ωB97M-V/def2-TZVPD

Structure (XYZ):
```
75
Properties=species:S:1:pos:R:3
C -0.34 -3.21 2.09
N 1.09 -3.33 2.34
C 1.60 -4.45 3.11
C 3.09 -4.41 2.85
N 3.23 -3.36 1.87
C 4.53 -3.08 1.27
C 2.07 -2.72 1.66
N 1.93 -1.60 0.86
C 1.35 -0.34 1.35
C 0.33 0.21 0.41
C -1.00 0.25 0.66
N -1.95 0.85 -0.14
C -3.28 0.24 -0.28
C -3.23 -1.25 -0.64
C -2.55 -1.48 -1.97
C -3.29 -1.39 -3.16
C -2.67 -1.54 -4.40
C -1.30 -1.80 -4.46
C -0.56 -1.94 -3.28
C -1.20 -1.81 -2.04
C -3.88 1.05 -1.41
O -5.03 0.97 -1.84
N -2.90 1.86 -1.90
C -3.12 2.57 -3.14
C -1.70 1.94 -1.09
C -1.46 3.39 -0.49
C -2.71 3.83 0.28
C -1.16 4.35 -1.63
C -0.26 3.38 0.44
C 2.50 0.67 1.54
C 2.92 0.99 2.83
C 4.02 1.83 3.01
C 4.70 2.34 1.89
C 4.24 2.05 0.60
C 3.13 1.22 0.42
H -0.54 -2.51 1.27
H -0.74 -4.20 1.81
H -0.85 -2.87 3.00
H 1.37 -4.31 4.17
H 1.13 -5.38 2.77
H 3.63 -4.16 3.77
H 3.47 -5.36 2.46
H 4.43 -2.39 0.43
H 5.22 -2.64 2.01
H 4.96 -4.02 0.91
H 2.74 -1.49 0.26
H 0.89 -0.56 2.32
H 0.72 0.61 -0.54
H -1.41 -0.31 1.51
H -3.86 0.42 0.63
H -2.73 -1.81 0.16
H -4.28 -1.58 -0.70
H -4.36 -1.17 -3.10
H -3.27 -1.45 -5.31
H -0.81 -1.91 -5.43
H 0.51 -2.15 -3.32
H -0.63 -1.95 -1.12
H -3.75 1.94 -3.79
H -3.66 3.52 -2.98
H -2.17 2.77 -3.64
H -0.81 1.68 -1.70
H -2.92 3.16 1.12
H -2.54 4.84 0.68
H -3.59 3.87 -0.38
H -0.42 3.93 -2.33
H -2.06 4.64 -2.19
H -0.74 5.28 -1.23
H 0.64 3.03 -0.08
H -0.07 4.40 0.79
H -0.42 2.75 1.32
H 2.37 0.57 3.68
H 4.34 2.08 4.01
H 5.57 2.99 2.02
H 4.73 2.48 -0.28
H 2.77 0.99 -0.59
```

Its charge is +1. As for the structure (SMILES): CN1CCN(C)C1=[NH+][C@H](/C=C/N1[C@H](Cc2ccccc2)C(=O)N(C)[C@H]1C(C)(C)C)c1ccccc1. The value obtained for the total energy is -1477.8798 Ha. The molar mass is 474.7 g mol⁻¹. For the gap between HOMO and LUMO, the calculation gives 0.29656 Eh. The calculation puts the HOMO energy at -0.38170 hartree.

4.
Molecular formula: C29H40N5O3
Method: DFT, ωB97M-V/def2-TZVPD

Structure (XYZ):
```
77
Properties=species:S:1:pos:R:3
C 0.13 -5.35 2.15
N 0.26 -4.03 1.58
C 1.43 -3.61 1.02
O 2.47 -4.25 0.98
C 1.19 -2.20 0.49
C 1.36 -2.09 -1.03
C 2.76 -2.43 -1.47
C 2.98 -3.54 -2.29
C 4.28 -3.90 -2.65
C 5.37 -3.14 -2.20
C 5.15 -2.02 -1.39
C 3.85 -1.66 -1.03
N -0.17 -1.91 0.95
C -0.74 -0.71 0.75
C -2.05 -0.41 1.12
C -2.64 0.84 1.03
C -4.00 1.12 1.44
C -4.83 0.11 2.01
C -6.14 0.39 2.42
N -6.93 -0.66 2.99
O -8.10 -0.40 3.35
O -6.42 -1.80 3.11
C -6.70 1.67 2.29
C -5.90 2.68 1.73
C -4.59 2.42 1.32
C -0.82 -3.06 1.61
C -2.02 -3.61 0.82
C -1.23 -2.77 3.07
H 1.06 -5.91 1.99
H -0.07 -5.29 3.23
H -0.70 -5.89 1.68
H 1.91 -1.52 0.99
H 0.63 -2.76 -1.51
H 1.11 -1.05 -1.31
H 2.12 -4.13 -2.62
H 4.44 -4.79 -3.26
H 6.38 -3.42 -2.49
H 5.99 -1.43 -1.03
H 3.66 -0.79 -0.39
H -0.10 0.05 0.29
H -2.64 -1.22 1.52
H -2.05 1.67 0.64
H -4.47 -0.91 2.15
H -7.72 1.83 2.62
H -6.33 3.67 1.63
H -3.99 3.22 0.89
H -1.70 -3.92 -0.18
H -2.44 -4.47 1.36
H -2.82 -2.87 0.71
H -0.35 -2.48 3.65
H -1.97 -1.97 3.13
H -1.67 -3.68 3.51
C 3.65 2.83 0.11
N 3.46 3.16 -1.28
C 4.69 3.17 -2.04
C 2.56 4.28 -1.54
C 1.30 3.84 -2.30
C 0.39 5.04 -2.60
C -1.03 4.47 -2.50
C -0.91 3.24 -1.58
N 0.49 2.94 -1.54
H 2.69 2.66 0.60
H 4.25 1.91 0.17
H 4.19 3.62 0.67
H 4.47 3.26 -3.11
H 5.36 4.01 -1.75
H 5.22 2.23 -1.85
H 2.23 4.72 -0.58
H 3.07 5.05 -2.15
H 1.64 3.38 -3.26
H 0.55 5.81 -1.83
H 0.62 5.49 -3.57
H -1.75 5.21 -2.13
H -1.35 4.15 -3.50
H -1.27 3.51 -0.57
H -1.54 2.40 -1.92
H 0.81 2.00 -1.36
```

Its charge is +1. The value obtained for the total energy is -1628.1921 Ha. The molar mass is 506.7 g mol⁻¹. Its energy relative to the best compared isomer or geometry (same formula, charge and spin) is 4.4 kcal per mole. For the gap between HOMO and LUMO, the calculation gives 0.17755 Eh. The calculation puts the HOMO energy at -0.36996 hartree.

5.
Molecular formula: C29H41As3PRe
Method: DFT, ωB97M-V/def2-TZVPD

Structure (XYZ):
```
75
Properties=species:S:1:pos:R:3
Re -1.31 0.33 1.47
C -6.20 -0.46 4.92
C -5.94 -0.34 3.56
C -4.68 0.04 3.13
C -3.68 0.33 4.08
C -3.95 0.20 5.46
C -5.21 -0.20 5.87
P -2.09 0.77 3.54
C -1.21 1.76 4.67
C 0.20 1.65 4.73
C 0.91 2.44 5.60
C 0.24 3.36 6.40
C -1.15 3.49 6.34
C -1.88 2.69 5.49
C -1.27 -1.67 1.44
C -2.01 -2.59 2.19
C -1.90 -3.95 1.91
C -1.05 -4.39 0.90
C -0.30 -3.49 0.15
C -0.41 -2.13 0.42
H -7.18 -0.77 5.25
H -6.72 -0.54 2.84
H -4.49 0.15 2.07
H -3.18 0.39 6.20
H -5.42 -0.31 6.92
H 0.71 0.91 4.13
H 1.98 2.35 5.68
H 0.80 3.99 7.09
H -1.65 4.22 6.97
H -2.96 2.80 5.43
H -2.67 -2.26 2.98
H -2.47 -4.66 2.48
H -0.96 -5.45 0.70
H 0.36 -3.86 -0.63
C 1.90 -0.24 0.81
As 0.59 -0.76 -0.52
C -0.92 0.46 -0.99
C 1.34 -1.65 -2.08
C 1.97 -0.95 -3.30
C 2.75 -2.08 -3.99
C 2.93 0.17 -2.89
As 2.05 1.74 -2.07
C 1.79 2.96 -3.56
C 3.63 2.56 -1.28
C 0.85 -0.45 -4.23
As 1.15 0.19 -6.10
C 3.02 0.71 -6.31
C 1.16 -1.51 -7.06
H 1.43 -0.18 1.79
H 2.39 0.69 0.55
H 2.60 -1.07 0.83
H -0.72 0.63 -2.04
H -0.95 1.49 -0.59
H -1.89 -0.07 -0.94
H 0.51 -2.29 -2.41
H 2.07 -2.30 -1.58
H 3.54 -2.46 -3.34
H 3.23 -1.70 -4.90
H 2.10 -2.90 -4.28
H 3.51 0.50 -3.75
H 3.65 -0.20 -2.16
H 2.74 3.17 -4.04
H 1.38 3.89 -3.18
H 1.09 2.55 -4.29
H 4.45 2.55 -2.00
H 3.95 2.04 -0.38
H 3.41 3.59 -1.03
H 0.31 0.38 -3.75
H 0.12 -1.24 -4.39
H 3.23 1.63 -5.78
H 3.14 0.90 -7.37
H 3.73 -0.07 -6.02
H 0.21 -2.02 -6.91
H 1.99 -2.15 -6.74
H 1.27 -1.29 -8.12
```

Its charge is +3. The value obtained for the total energy is -8255.3949 Ha. The molar mass is 831.6 g mol⁻¹. As for the multiplicity: 4. For the gap between HOMO and LUMO (alpha / beta), the calculation gives 0.13077 / 0.13064 Eh. The calculation puts the HOMO energy (alpha / beta) at -0.53241 / -0.53241 hartree.

6.
Molecular formula: C29H41BrN9O3V
Method: DFT, ωB97M-V/def2-TZVPD

Structure (XYZ):
```
84
Properties=species:S:1:pos:R:3
V -0.32 -0.99 -0.50
C 1.13 0.82 3.74
N -0.25 0.78 3.29
C -1.24 0.88 4.37
C -0.61 0.46 2.02
N 0.02 -0.49 1.32
C 0.84 -1.48 1.92
C 0.54 -2.07 3.13
C 1.29 -3.14 3.63
C 2.34 -3.65 2.92
C 2.65 -3.13 1.64
C 3.67 -3.73 0.87
C 3.90 -3.32 -0.42
C 3.16 -2.26 -0.95
C 2.21 -1.59 -0.21
N 1.49 -0.53 -0.82
C 2.18 0.35 -1.56
N 1.64 0.89 -2.66
C 2.10 2.14 -3.23
C 0.44 0.36 -3.27
N 3.40 0.78 -1.17
C 4.53 0.87 -2.09
C 3.77 0.78 0.24
C 1.90 -2.04 1.12
N -1.58 1.20 1.46
C -2.04 2.46 2.05
C -2.16 1.01 0.14
H 1.26 1.71 4.34
H 1.80 0.88 2.88
H 1.41 -0.05 4.34
H -0.98 0.17 5.15
H -2.23 0.65 4.01
H -1.24 1.88 4.82
H -0.31 -1.72 3.69
H 1.01 -3.58 4.57
H 2.90 -4.49 3.29
H 4.23 -4.54 1.30
H 4.64 -3.82 -1.02
H 3.33 -1.95 -1.98
H 2.72 2.68 -2.52
H 1.23 2.75 -3.47
H 2.65 1.98 -4.16
H 0.23 -0.65 -2.91
H 0.57 0.29 -4.35
H -0.42 1.01 -3.06
H 4.22 0.69 -3.11
H 5.27 0.11 -1.82
H 5.01 1.85 -2.02
H 2.87 0.83 0.85
H 4.36 1.68 0.43
H 4.36 -0.09 0.53
H -1.38 2.78 2.85
H -3.06 2.37 2.43
H -2.04 3.23 1.28
H -1.75 0.15 -0.39
H -1.96 1.89 -0.47
H -3.23 0.87 0.21
C -6.68 -1.78 -0.96
C -5.49 -1.86 -1.86
C -5.56 -2.39 -3.15
C -4.42 -2.46 -3.93
C -3.24 -2.00 -3.38
Br -1.65 -2.12 -4.42
N -3.13 -1.48 -2.17
C -4.24 -1.44 -1.43
H -7.59 -2.08 -1.49
H -6.82 -0.77 -0.58
H -6.56 -2.44 -0.10
H -6.50 -2.75 -3.54
H -4.45 -2.88 -4.92
H -4.12 -1.07 -0.42
C -0.03 5.61 0.48
C 0.87 4.84 -0.49
C 0.69 3.40 -0.37
N 0.53 2.27 -0.28
H 0.18 6.68 0.40
H 0.15 5.30 1.51
H -1.08 5.46 0.24
H 1.92 5.08 -0.31
H 0.65 5.12 -1.52
O -0.46 -3.63 0.77
N -0.97 -2.80 0.06
O -1.97 -2.11 0.35
O -0.51 -2.59 -1.15
```

Its charge is +2. The value obtained for the total energy is -5365.5558 Ha. The molar mass is 694.6 g mol⁻¹. As for the multiplicity: 3. Its energy relative to the best compared isomer or geometry (same formula, charge and spin) is 48.2 kcal per mole. For the gap between HOMO and LUMO (alpha / beta), the calculation gives 0.23508 / 0.22886 Eh. The calculation puts the HOMO energy (alpha / beta) at -0.47069 / -0.47013 hartree.